(1)
# C5H8Cl3NO3

A 2-piece molecular cluster, C5H8Cl3NO3 overall at a distorted geometry (wB97M-V/def2-TZVPD, OMol25).

Geometry (Å):
C 3.3392 -0.2515 -0.4224
C 1.6656 1.5762 0.1448
C -2.1805 -0.8571 0.0286
C 1.9137 0.0978 -0.1439
C -3.2396 0.2511 -0.1622
N 0.9190 -0.7368 -0.0800
O 0.8388 -1.9302 -0.2103
O -0.8867 -0.1995 0.1207
O -2.3780 -1.7341 1.1024
Cl -3.4053 1.3176 1.2262
Cl -4.8064 -0.5753 -0.4034
Cl -2.8241 1.2298 -1.5736
H 3.8429 -0.3866 0.4363
H 3.8534 0.5661 -0.9480
H 3.3101 -1.2364 -1.1062
H 2.4893 1.9960 0.8269
H 1.5369 2.1184 -0.7192
H 0.8891 1.6247 0.8383
H -2.3869 -1.5147 -0.9022
H -2.4905 -1.3554 1.9472

Calculated values
HOMO (alpha / beta)	-9.67 / -9.67	eV
Kohn-Sham gap (alpha / beta)	0.2992 / 0.2995	Ha
largest force on an atom	5.8	eV Å⁻¹
E	-50508.3957	eV
LUMO level (alpha / beta)	-1.5295 / -1.5213	eV

***

(2)
# C34H51InN6OP

C34H51InN6OP as an isolated structure at a distorted geometry (wB97M-V/def2-TZVPD, OMol25).

Geometry (Å):
In -0.6092 0.6566 -1.2785
N -1.7011 -1.0645 -0.4282
N -0.3894 -2.2493 -2.6663
C 2.1314 1.0581 -1.4831
C 2.2855 -0.2635 -0.9827
C 1.7593 -0.3259 0.3461
C 1.7235 -1.5680 1.1494
H 1.7484 -2.4809 0.5336
H 0.8064 -1.6117 1.7626
H 2.6125 -1.5942 1.7925
C 1.3073 1.0049 0.6900
C 0.7270 1.5486 1.9346
H 1.4849 1.8734 2.6598
H 0.1070 0.7347 2.3767
H -0.0636 2.2971 1.7379
C 1.4506 1.8378 -0.4765
C 1.1640 3.3043 -0.5396
H 0.2990 3.5949 0.0686
H 0.9326 3.6366 -1.5582
H 2.0038 3.9282 -0.1936
C 2.8097 -1.4214 -1.7365
H 3.8787 -1.5541 -1.5227
H 2.7071 -1.3143 -2.8203
H 2.3173 -2.3610 -1.4744
C 2.6169 1.6150 -2.7658
H 1.8765 2.2669 -3.2466
H 2.8632 0.8221 -3.4740
H 3.5246 2.2169 -2.6081
C -1.8772 -0.4677 0.9241
H -2.2700 0.5330 0.7435
C -2.6454 -1.3568 1.8384
H -3.2389 -0.8769 2.6068
C -2.3371 -2.6926 1.8036
H -2.7059 -3.3406 2.6155
C -1.5218 -3.2098 0.7676
H -1.2901 -4.2992 0.7412
C -1.2492 -2.3687 -0.4009
C -0.4537 -2.9014 -1.4584
H -0.2803 -3.9968 -1.4987
C -0.2834 -0.8673 -2.7652
C -0.3631 -2.8517 -3.9598
H -0.4413 -3.9386 -4.0699
C -0.3748 -1.8538 -4.8656
H -0.4605 -1.8603 -5.9690
N -0.3749 -0.6435 -4.1312
C -0.5650 0.6475 -4.7230
C 0.4412 1.2603 -5.5065
C 0.2207 2.5637 -5.9910
H 0.9946 3.0308 -6.6085
C -0.9689 3.2556 -5.7284
C -1.1820 4.6545 -6.2444
H -1.0587 5.3920 -5.4368
H -2.1986 4.7677 -6.6466
H -0.4564 4.8850 -7.0348
C -1.9678 2.6195 -4.9841
H -2.9260 3.1246 -4.8216
C -1.7794 1.3208 -4.4797
C -2.9131 0.6021 -3.8079
H -3.3574 -0.1488 -4.4857
H -3.6930 1.3273 -3.5377
H -2.6062 0.0832 -2.8822
C 1.6893 0.5180 -5.8782
H 1.5643 0.0313 -6.8589
H 1.9520 -0.2573 -5.1458
H 2.5243 1.2281 -5.9610
C 1.5336 0.5367 5.4651
N 1.3029 -0.4291 4.3888
C 2.6043 -1.1081 4.0736
P -0.2944 -0.7632 4.0519
O -0.6905 -0.3090 1.5633
N -0.6252 -2.1671 4.9859
C -1.7347 -3.1606 4.9177
C 0.4494 -2.6230 5.8860
N -1.2259 0.5078 4.4452
C -2.6921 0.4965 4.5500
C -0.8240 1.9344 4.4136
H 2.0538 1.4073 5.0290
H 2.1833 0.0307 6.1950
H 0.5679 0.8120 5.9111
H 2.5109 -2.1473 3.7282
H 3.1629 -0.5133 3.3287
H 3.1958 -1.0874 5.0057
H -1.5035 -4.0125 4.2387
H -1.8773 -3.5829 5.9369
H -2.6731 -2.6986 4.5713
H 1.2318 -3.1955 5.3360
H 0.9096 -1.7124 6.3163
H -0.0155 -3.2507 6.6762
H -3.0947 -0.5002 4.7406
H -2.9419 1.1783 5.3787
H -3.1555 0.9261 3.6415
H -1.1345 2.3530 5.3801
H 0.2405 2.1136 4.2633
H -1.3840 2.4636 3.6258

Calculated values
HOMO (alpha / beta)	-1.79 / -1.71	eV
Kohn-Sham gap (alpha / beta)	0.1477 / 0.1526	Ha
largest force on an atom	7.6	eV Å⁻¹
E	-61527.8152	eV
LUMO level (alpha / beta)	2.2265 / 2.4474	eV
charge	-1

***

(3)
# C3H3N2

An isolated ion of composition C3H3N2 and charge +1 at a distorted geometry (wB97M-V/def2-TZVPD, OMol25).

Geometry (Å):
C -1.5209 -1.2149 0.0751
C -1.9787 -0.0168 -0.0154
C 0.3739 -0.0116 0.0826
N -0.1897 -1.1501 -0.0571
N -1.3538 1.0514 -0.0560
H 1.3136 0.4193 -0.2980
H 0.2299 -2.0900 -0.1740
H -1.3681 1.9635 0.3558

Calculated values
HOMO (alpha / beta)	-14.93 / -14.78	eV
Kohn-Sham gap (alpha / beta)	0.2809 / 0.2786	Ha
largest force on an atom	3.1	eV Å⁻¹
E	-6123.9554	eV
LUMO level (alpha / beta)	-7.2880 / -7.2048	eV
charge	+1

***

(4)
# C6H10N2

C6H10N2 as an isolated structure at a distorted geometry (wB97M-V/def2-TZVPD, OMol25).

Geometry (Å):
C 0.7233 0.2776 1.6929
C -0.2913 -2.1955 -1.1634
C -0.0933 0.9782 0.6174
N -1.4214 1.1731 0.9812
C 0.5500 1.9748 -0.2215
C 0.2781 -0.9272 -1.7268
N 1.2028 1.3330 -1.1755
C 0.6303 0.1268 -1.0180
H -2.0186 1.8311 0.5077
H -1.8334 0.5331 1.6422
H 0.4460 3.0522 -0.1700
H 0.3940 -0.8760 -2.8082
H 0.3405 -0.7244 1.8917
H 0.6522 0.8520 2.6238
H 1.7643 0.1853 1.3955
H -1.3052 -2.3714 -1.5342
H 0.3113 -3.0585 -1.4600
H -0.3295 -2.1642 -0.0748

Calculated values
HOMO	-7.86	eV
Kohn-Sham gap	0.3235	Ha
largest force on an atom	2.2	eV Å⁻¹
E	-9361.2227	eV
LUMO level	0.9465	eV